(1)
The following is a quantum chemistry calculation of C15H20ClO5Pb as an isolated structure, from the Open Molecules 2025 dataset.

XYZ file:
```
42
Properties=species:S:1:pos:R:3:forces:R:3
Pb 0.46544 -0.53390 1.58479 -1.1 -1.5 -1.8
C -2.28259 -1.57342 2.00697 0.1 0.4 -0.4
C -2.62986 -0.18477 2.03090 0.3 -0.1 -0.3
C -2.69456 0.27543 0.68631 0.2 -0.4 0.1
H -2.89453 0.38898 2.92010 0.2 -0.1 -0.2
C -2.40335 -0.82249 -0.17266 -0.1 -0.1 0.8
C -2.15753 -1.96424 0.63844 -0.2 0.7 0.2
H -2.00403 -2.97772 0.28181 0.2 0.2 0.1
H -2.22226 -2.23804 2.86698 0.0 0.2 -0.2
H -2.97558 1.27699 0.36390 0.1 -0.2 0.1
H -2.44447 -0.81358 -1.25724 0.2 0.0 0.2
C 2.57677 -1.95801 -0.00877 -0.5 0.1 0.0
C 1.49054 -2.86886 -0.20199 0.2 0.5 -0.6
C 0.68671 -2.37245 -1.26246 0.5 0.1 0.1
H 1.37787 -3.83202 0.28605 -0.1 0.4 0.0
C 1.27034 -1.17063 -1.73963 0.3 -0.2 0.4
C 2.43491 -0.90444 -0.96177 -0.5 -0.1 -0.1
H 3.13228 -0.08599 -1.12480 -0.1 -0.1 0.1
H 3.41014 -2.11118 0.67595 -0.2 0.1 -0.2
H -0.19049 -2.86715 -1.68227 0.2 0.2 0.2
H 0.93464 -0.60013 -2.60584 0.0 -0.1 0.3
O 0.62556 2.02878 2.67210 -0.8 2.9 -2.8
C -0.02889 2.80277 -2.23411 -0.1 1.5 1.7
C -0.22371 3.73174 -1.26128 0.4 -1.1 -0.4
C -1.14766 1.91302 -2.64267 -0.5 -0.6 -0.3
C 1.35727 2.62242 -2.76459 0.9 -0.3 -0.4
C 0.26722 2.83170 1.76756 0.9 -2.3 2.3
H -1.17731 3.78931 -0.73406 0.2 0.2 -0.3
H 0.62813 4.29230 -0.85241 -0.5 -0.1 -0.3
H 0.98550 3.57835 1.31779 -0.7 -0.6 0.6
H -0.76771 2.73727 1.35960 0.6 0.2 0.1
H -1.58015 2.14565 -3.62548 0.3 0.1 0.1
H -1.97107 1.95055 -1.91832 0.2 0.1 -0.1
H -0.81732 0.86710 -2.68275 0.0 0.2 0.0
H 1.57778 3.19710 -3.68171 -0.3 -0.2 0.2
H 1.56278 1.56623 -2.99580 -0.1 0.3 0.1
H 2.10897 2.92907 -2.01374 -0.4 -0.1 -0.3
O 0.52355 -3.37697 4.65972 0.3 0.0 -0.3
Cl 1.14510 -3.06204 3.40969 -0.6 0.5 -1.1
O 2.35990 -3.78967 3.18852 -0.5 0.2 0.3
O 0.20363 -3.24839 2.28370 1.1 0.2 1.8
O 1.48801 -1.56868 3.42347 -0.2 -1.2 0.3
```
Positions in Å, forces in eV/Å.

Output
Frontier orbital gap in eV: 5.91
Energy in eV: -43878.00290
Net charge: -1
HOMO energy in hartree: -0.1470

natural (NBO) atomic charge list, values in e, 6 entries: 1.433, -0.402, -0.380, -0.377, 0.207, -0.329

***

(2)
The following is a quantum chemistry calculation of one molecule with the formula C19H21N3OS2, from the Open Molecules 2025 dataset.

XYZ file:
```
46
Properties=species:S:1:pos:R:3:forces:R:3
C -4.79312 -2.05406 -2.21439 -0.2 0.0 -0.2
H -5.01976 -3.09331 -2.44801 0.0 0.1 0.0
O -3.94733 -2.09304 -1.09243 0.2 0.1 0.3
C -3.50554 -0.91600 -0.56518 0.2 0.1 0.2
C -3.81782 0.34232 -1.06467 -0.1 -0.2 -0.2
C -3.31135 1.47935 -0.45929 0.1 0.0 0.2
C -2.49911 1.38520 0.66019 -0.2 -0.1 0.0
C -2.19142 0.11954 1.15560 -0.2 0.1 -0.1
C -2.67589 -1.02980 0.56207 -0.1 -0.2 -0.2
C -2.32698 -2.38562 1.09000 -0.1 0.0 -0.1
H -3.23125 -2.92154 1.37370 0.0 -0.1 0.0
H -1.83321 -2.97224 0.31640 0.0 -0.1 0.0
H -1.67168 -2.30121 1.95267 0.0 0.0 0.1
H -1.55517 0.02172 2.02411 0.1 0.0 0.1
C -1.90950 2.60352 1.28100 0.6 0.2 -0.2
H -2.59443 3.44939 1.25390 0.0 0.0 0.1
H -1.59216 2.42557 2.30813 -0.2 0.0 0.0
S -0.44334 3.20983 0.33854 0.0 0.0 0.0
C 0.52940 1.68138 0.22267 -0.3 0.5 0.1
H 1.27105 1.86027 -0.55509 0.0 -0.1 0.0
C 1.19960 1.31384 1.55030 -0.1 0.0 -0.1
C 1.57052 -0.12187 1.53531 -0.2 -0.1 0.4
N 0.95610 -1.03586 2.21490 -0.4 0.6 0.5
N 1.50563 -2.21157 1.83134 0.6 0.5 -0.7
C 2.46522 -2.04314 0.88481 -0.1 -0.3 0.2
S 3.36058 -3.20522 0.15976 0.4 -0.6 -0.3
N 2.51099 -0.67423 0.69904 -0.4 -0.7 0.4
C 3.37180 -0.00364 -0.19604 0.4 0.3 -0.4
C 4.23644 0.97576 0.27537 -0.1 -0.2 0.0
C 5.07404 1.62782 -0.61100 0.0 0.1 0.0
C 5.06082 1.29498 -1.95535 0.1 0.0 0.0
C 4.21086 0.30365 -2.41612 0.0 0.0 0.0
C 3.36136 -0.34828 -1.54092 -0.1 0.1 0.1
H 2.69881 -1.12530 -1.88850 0.0 -0.1 0.0
H 4.20707 0.03483 -3.46130 0.0 0.0 -0.1
H 5.72030 1.80317 -2.64224 0.1 0.0 -0.1
H 5.74597 2.39025 -0.24704 0.1 0.1 0.0
H 4.26579 1.20889 1.32947 0.0 0.0 0.1
H 1.20340 -3.08805 2.22149 0.1 0.1 -0.1
H 0.50325 1.45704 2.37666 0.1 0.0 0.0
H 2.06726 1.95347 1.71230 -0.1 0.0 0.1
H -0.14997 0.89148 -0.10139 0.2 0.0 -0.1
H -3.54905 2.45074 -0.86710 0.0 0.1 -0.1
H -4.45243 0.45164 -1.92977 -0.1 0.0 -0.1
H -5.72502 -1.52130 -1.99841 0.0 0.0 0.0
H -4.30075 -1.59038 -3.07554 0.0 0.0 0.0
```
Positions in Å, forces in eV/Å.

Output
SMILES: COc1ccc(CSCCc2n[nH]c(=S)n2-c2ccccc2)cc1C
Frontier orbital gap in eV: 8.59
Energy in eV: -48232.47031
HOMO energy in hartree: -0.2918

natural (NBO) atomic charge list, values in e, 6 entries: -0.252, 0.201, -0.511, 0.369, -0.316, -0.183

***

(3)
The following is a quantum chemistry calculation of F8Li2N4O16S8 as an isolated structure, from the Open Molecules 2025 dataset.

XYZ file:
```
38
Properties=species:S:1:pos:R:3:forces:R:3
Li 1.38811 2.24555 -2.06123 -0.1 0.4 -0.2
Li 0.36659 0.60464 -0.50738 -0.9 -1.4 1.3
N -3.13433 -1.46202 1.34883 1.1 3.7 -2.4
S -2.53129 0.13711 1.38742 1.2 -1.7 2.3
O -3.48933 1.18907 1.34471 -0.1 -0.1 -0.3
O -1.23792 0.37571 0.75747 -1.2 -0.1 -0.1
F -2.14995 -0.00488 2.91172 -0.1 0.4 -0.2
S -3.63665 -1.48985 -0.20554 -0.1 -2.6 0.7
O -2.61195 -1.39704 -1.22181 -1.0 0.1 0.8
O -4.91958 -0.91030 -0.40594 -0.2 0.7 -0.6
F -4.02521 -3.04780 -0.10533 0.3 0.0 -0.5
N 2.28140 1.35154 -0.53805 1.7 -1.3 -1.1
S 3.56945 0.50493 -1.22618 -0.7 -1.9 -3.6
O 4.43765 -0.30152 -0.44396 -0.4 1.1 0.5
O 4.06928 1.13291 -2.43727 -0.6 0.5 1.7
F 2.56759 -0.54885 -1.86862 -0.1 -0.2 -0.1
S 2.85061 1.65186 0.89776 1.4 4.0 4.0
O 4.08807 2.41294 0.78714 -1.2 -0.8 -0.3
O 2.77657 0.71486 1.95110 -0.3 -0.2 -0.9
F 1.73907 2.77721 1.24812 0.4 -0.7 -0.3
N -0.46316 1.33349 -2.21162 0.3 -2.5 -3.9
S -0.80678 0.33780 -3.57335 0.8 -5.4 0.3
O 0.18996 0.36157 -4.59846 -0.1 1.2 0.6
O -2.17515 0.07968 -3.92227 0.8 1.8 0.4
F -0.50246 -1.03899 -2.80921 0.7 1.0 -0.2
S -1.71997 2.23096 -2.35553 -3.2 6.9 2.9
O -2.70753 2.01407 -1.34923 0.5 -0.5 -1.2
O -2.09147 2.88915 -3.59095 0.7 -1.9 0.3
F -0.86766 3.54448 -1.72556 0.2 -0.4 0.2
N 0.17618 -2.62853 2.83090 2.6 1.2 -3.2
S 1.25099 -2.24783 1.57899 -0.1 -3.2 -1.3
O 2.62804 -2.54962 1.86354 -0.6 0.9 0.1
O 0.96353 -1.11694 0.73489 0.0 -0.7 0.2
F 0.88405 -3.54962 0.69958 -0.5 0.8 0.0
S 0.76460 -1.57511 3.83182 -1.9 1.4 4.4
O 0.57033 -0.18660 3.47298 0.6 -1.3 0.3
O 1.93069 -1.95567 4.58584 -0.3 0.4 -0.6
F -0.42236 -1.87835 4.92469 0.5 0.4 -0.3
```
Positions in Å, forces in eV/Å.

Output
Frontier orbital gap in eV: 7.67
Energy in eV: -147554.39532
Net charge: -2
HOMO energy in hartree: -0.1612

natural (NBO) atomic charge list, values in e, 6 entries: 0.942, 0.878, -1.047, 2.426, -0.906, -0.994

***

(4)
The following is a quantum chemistry calculation of a 2-piece molecular cluster, C5H6Cl6NO overall, from the Open Molecules 2025 dataset.

XYZ file:
```
19
Properties=species:S:1:pos:R:3:forces:R:3
C 3.17502 -0.09097 -0.56357 0.2 -0.4 1.7
C 2.76890 -1.22519 0.48975 -2.2 -0.4 -0.3
Cl 4.09843 -2.07281 1.45002 -1.1 1.0 -1.0
C 1.41034 -1.58589 0.67498 1.5 1.8 -1.5
Cl 1.00647 -2.91963 1.89228 0.2 0.9 -1.0
C 0.29731 -0.84493 -0.19822 0.9 -1.3 1.5
N 0.08688 0.52900 0.35427 0.2 -0.4 -0.1
O -0.98502 -1.56585 -0.05267 0.1 0.0 -0.4
H 4.28565 0.13621 -0.40413 -1.5 -0.3 -0.4
H 2.55612 0.82545 -0.27535 0.9 -1.2 -0.7
H 2.95351 -0.38575 -1.63216 0.1 0.2 1.3
H -0.91341 0.72172 0.21564 0.9 0.0 0.3
H 0.33333 0.59205 1.35169 -0.6 -0.1 -0.3
H -1.31669 -1.74106 -0.95235 0.6 0.2 0.7
C -3.95066 1.92467 -0.46922 0.2 -0.2 0.1
Cl -3.68496 3.63246 -0.05680 -0.1 -0.2 -0.1
Cl -3.31970 0.89639 0.82909 -0.3 0.2 -0.3
Cl -5.69250 1.62907 -0.66867 0.1 0.1 0.0
Cl -3.10902 1.54505 -1.98460 -0.1 0.1 0.3
```
Positions in Å, forces in eV/Å.

Output
Frontier orbital gap in eV: 4.28
Energy in eV: -83952.05295
Net charge: -1
HOMO energy in hartree: -0.0748

natural (NBO) atomic charge list, values in e, 6 entries: -0.657, -0.101, -0.121, -0.051, -0.134, -0.017

***

> Among the records above, which one has the lowest energy?

F8Li2N4O16S8